[1]
The following is a quantum chemistry calculation of an isolated molecule of C6H7NO, from the Open Molecules 2025 dataset.

Summary:
E_HOMO in eV: -7.3
SMILES: C=Cc1occc1N
Energy above the lowest of the compared OMol25 structures with the same formula, charge and spin in kJ/mol: 211.0
Net charge: 0

Atoms and positions in Å:
1 C -0.932 0.450 0.022
2 C -1.930 -0.488 -0.028
3 C -1.362 -1.681 0.032
4 C 0.290 -0.215 0.161
5 C 1.601 0.316 0.140
6 C 2.764 -0.312 -0.141
7 H -2.127 2.181 0.100
8 H -0.450 2.352 0.040
9 H -2.991 -0.398 0.068
10 H -1.716 -2.782 -0.173
11 H 1.658 1.407 0.172
12 H 3.546 0.466 -0.046
13 H 2.816 -1.399 -0.149
14 N -1.144 1.758 -0.153
15 O -0.023 -1.654 -0.046

***

[2]
The following is a quantum chemistry calculation of a structure of composition C6H7NO, from the Open Molecules 2025 dataset.

Summary:
E_HOMO in eV: -7.8
Energy above the lowest of the compared OMol25 structures with the same formula, charge and spin in kJ/mol: 383.4
Net charge: 0

Atoms and positions in Å:
1 C -1.555 -0.070 -0.138
2 C -1.508 1.370 0.101
3 C -0.187 1.768 0.058
4 C 1.837 -0.095 0.103
5 C 0.809 -1.317 0.054
6 C -0.187 -0.324 -0.351
7 H -2.270 -1.771 -0.734
8 H -2.345 1.997 -0.045
9 H 0.362 2.751 0.160
10 H 2.603 -0.119 -0.739
11 H 2.297 -0.050 1.110
12 H 1.121 -2.056 -0.595
13 H 0.927 -1.859 1.070
14 N 0.612 0.781 -0.231
15 O -2.517 -1.005 0.178

***

- Which of these has the lowest E_HOMO?
  number 2